The following is a quantum chemistry calculation of a molecular structure, C40H31O7S3TeW in a non-equilibrium geometry, from the Open Molecules 2025 dataset.

Structure (XYZ):
```
83
Properties=species:S:1:pos:R:3:forces:R:3:lowdin_charge:R:1
W 0.1366 -0.6407 -0.8433 0.979 0.428 -0.264 1.506
O -1.3695 -1.6329 -2.1113 -0.286 0.000 -0.101 -0.107
C -0.6328 -2.6145 -1.7732 -0.078 -0.381 -0.047 -0.589
O -0.4993 -2.9075 -0.5568 -0.013 0.069 0.051 -0.025
C 0.6207 -2.7020 -2.6550 -0.615 -0.167 0.178 -0.486
O 0.8343 -3.2868 -3.6568 0.639 0.026 0.097 0.196
O 1.3631 -1.7546 -1.9998 -0.205 0.082 -0.604 -0.284
C 4.8144 -6.8541 0.7166 0.006 -0.015 -0.002 -0.039
C 4.0485 -5.5644 0.7871 -0.003 0.015 -0.016 -0.255
C 3.4256 -5.1711 1.9691 -0.016 0.014 0.006 -0.026
C 2.7326 -3.9749 2.0464 -0.008 -0.034 -0.008 -0.082
C 2.6626 -3.1536 0.9269 0.003 0.012 -0.020 -0.451
C 3.2716 -3.5263 -0.2651 0.012 0.020 0.037 -0.066
C 3.9580 -4.7273 -0.3232 0.006 -0.012 0.010 -0.016
S 1.7657 -1.6318 1.1098 -0.126 -0.315 0.070 1.056
O 1.0061 0.6908 -0.2955 0.205 0.606 0.356 -0.585
C 3.0269 -0.3957 1.2961 0.071 0.020 0.082 -0.412
C 3.8394 -0.0402 0.1959 0.052 0.017 0.037 -0.060
C 4.7531 0.9589 0.3278 -0.013 -0.026 -0.001 0.010
C 4.8944 1.6603 1.5523 -0.008 0.003 -0.004 -0.145
C 5.8124 2.7300 1.6853 -0.010 -0.014 0.007 -0.018
C 5.9234 3.4086 2.8642 0.008 0.003 -0.002 -0.060
C 5.1262 3.0437 3.9703 0.002 0.014 0.009 -0.057
C 4.2380 2.0113 3.8752 -0.020 0.003 -0.012 -0.013
C 4.0928 1.2962 2.6598 -0.025 0.019 -0.012 -0.111
C 3.1421 0.2393 2.5110 -0.052 0.010 -0.009 -0.183
C 2.2962 -0.1490 3.6842 -0.004 -0.004 0.005 -0.176
C 2.8064 -1.0339 4.6747 0.001 0.006 -0.022 -0.107
C 4.1041 -1.5956 4.5729 0.000 -0.006 0.009 -0.006
C 4.5562 -2.4606 5.5266 0.005 0.007 -0.017 -0.049
C 3.7404 -2.8058 6.6261 -0.010 -0.003 0.011 -0.052
C 2.4869 -2.2803 6.7484 0.001 -0.001 -0.007 -0.018
C 1.9855 -1.3815 5.7762 -0.010 0.005 0.007 -0.141
C 0.6796 -0.8387 5.8814 -0.002 0.002 -0.003 0.005
C 0.1913 0.0091 4.9329 0.027 -0.003 0.006 -0.044
C 1.0239 0.3428 3.8456 0.064 -0.002 -0.040 -0.316
S 0.4523 1.3492 2.5101 0.031 -0.043 -0.017 1.203
O -1.1357 1.3663 2.7284 -0.044 -0.013 -0.025 -0.249
C 0.9768 2.9616 2.9085 0.033 0.009 0.012 -0.379
C 0.8931 3.4981 4.1886 -0.003 -0.004 0.007 -0.037
C 1.4057 4.7611 4.4067 0.008 -0.003 -0.010 -0.012
C 2.0209 5.4774 3.3760 0.006 -0.011 0.005 -0.243
C 2.6205 6.8280 3.6336 0.006 0.011 -0.001 -0.030
C 2.0953 4.9099 2.1055 -0.010 -0.013 -0.011 -0.010
C 1.5724 3.6534 1.8583 0.026 0.029 0.008 -0.049
H 4.3630 -7.6163 1.3504 0.000 0.000 0.002 0.083
H 5.8410 -6.7064 1.0578 0.003 0.001 0.001 0.091
H 4.8564 -7.2337 -0.3029 0.000 0.000 -0.002 0.082
H 3.4759 -5.8138 2.8394 0.001 -0.003 0.006 0.120
H 2.2465 -3.6798 2.9683 0.001 0.002 -0.011 0.106
H 3.2024 -2.8961 -1.1385 0.012 0.007 -0.019 0.095
H 4.4263 -5.0243 -1.2533 0.000 0.003 -0.006 0.123
H 3.7168 -0.5541 -0.7480 -0.020 -0.012 -0.007 0.111
H 5.3740 1.2415 -0.5133 0.003 0.009 0.003 0.127
H 6.4249 2.9978 0.8334 0.002 0.006 -0.002 0.119
H 6.6294 4.2231 2.9587 -0.002 0.001 -0.004 0.110
H 5.2265 3.5843 4.9026 0.000 -0.005 0.002 0.112
H 3.6351 1.7355 4.7310 -0.009 -0.001 0.010 0.122
H 4.7300 -1.3351 3.7293 0.005 -0.001 -0.002 0.126
H 5.5470 -2.8866 5.4432 0.004 0.000 -0.003 0.113
H 4.1158 -3.4913 7.3739 -0.001 -0.002 0.004 0.113
H 1.8574 -2.5435 7.5889 -0.001 -0.003 0.005 0.120
H 0.0648 -1.1176 6.7276 -0.003 -0.002 0.005 0.126
H -0.8126 0.4048 4.9916 -0.011 0.001 0.001 0.117
H 0.4413 2.9382 4.9974 0.000 -0.007 0.003 0.122
H 1.3418 5.1999 5.3942 -0.001 0.001 0.002 0.123
H 2.3132 7.2262 4.5984 -0.001 -0.001 0.001 0.083
H 2.3320 7.5368 2.8578 0.000 0.001 -0.002 0.091
H 3.7106 6.7622 3.6253 -0.003 0.003 0.002 0.091
H 2.5699 5.4568 1.3005 0.000 0.006 0.003 0.129
H 1.6351 3.2038 0.8738 0.000 -0.013 -0.003 0.117
O -1.2226 -0.4126 0.4672 -0.349 -0.002 0.088 -0.350
H -1.8315 -1.1642 0.5316 -0.048 0.031 -0.093 0.067
H -1.5045 0.9016 1.9451 -0.012 -0.025 -0.021 0.054
Te 0.1178 1.0228 -3.1699 -0.042 -0.391 0.210 1.046
C -1.6313 1.9387 -2.5289 -0.312 -0.084 0.060 -1.034
C -2.8237 1.8933 -3.1968 0.008 -0.010 -0.072 -0.243
C -3.8754 2.5625 -2.5177 0.011 -0.008 0.006 -0.179
C -3.4733 3.0829 -1.3271 -0.026 0.000 0.047 -0.412
S -1.8142 2.7877 -1.0431 0.192 0.131 0.015 0.912
H -2.9348 1.3907 -4.1470 -0.028 -0.001 0.015 0.102
H -4.8838 2.6465 -2.8939 -0.008 -0.003 -0.011 0.108
H -4.0659 3.6278 -0.6102 0.006 0.011 0.012 0.069
```
Positions in Å, forces in eV/Å.

Output
M, g mol⁻¹: 1031.32
E_LUMO, eV: -3.9
Relative energy (zero: lowest compared OMol25 entry of this formula, charge and spin), kJ/mol: 169.9
Net charge: +1